Record 1
DFT (ωB97M-V/def2-TZVPD) results for one molecule with the formula C4H10N2O at a distorted geometry.

ORCA input file:
```
! RIJCOSX wB97M-V def2-TZVPD def2/J DEFGRID3
* xyz 0 1
N -0.417 -1.030 -1.187
C -0.040 -0.771 0.203
C 0.856 -1.884 0.797
C 0.790 0.494 0.118
N 0.110 1.675 0.323
C -1.226 1.987 -0.141
O 1.972 0.508 -0.170
H -0.931 -1.893 -1.308
H 0.407 -0.918 -1.746
H -0.884 -0.567 0.859
H 1.638 -2.117 0.074
H 1.437 -1.560 1.662
H 0.260 -2.765 1.018
H 0.758 2.457 0.284
H -2.022 1.412 0.327
H -1.287 1.941 -1.232
H -1.421 3.029 0.119
*
```

SMILES: CNC(=O)[C@H](C)N
E_HOMO: -0.34513 Ha
LUMO: 0.99 eV
DFT total energy: -9337.95339 eV
ΔE to the lowest compared entry with this formula, charge and spin: 23.85 kcal per mole

Results of the natural (NBO) charge analysis, in e, for atoms 1 through 2: atom 1 (N): -0.84, atom 2 (C): -0.15

---

Record 2
DFT (ωB97M-V/def2-TZVPD) results for an isolated ion of composition C21H30N3O4S2 and charge +1 at a distorted geometry.

ORCA input file:
```
! RIJCOSX wB97M-V def2-TZVPD def2/J DEFGRID3
* xyz 1 1
C 7.163 1.236 1.276
H 7.176 1.854 2.170
H 8.072 0.644 1.244
H 7.131 1.877 0.399
C 5.931 0.337 1.286
N 5.839 -0.488 0.101
S 5.154 0.164 -1.237
O 5.365 -0.718 -2.342
O 5.506 1.545 -1.338
C 3.387 0.111 -0.853
C 2.686 -1.064 -1.057
C 1.333 -1.120 -0.777
C 0.679 0.014 -0.284
C 1.401 1.194 -0.089
C 2.753 1.242 -0.371
H 3.323 2.150 -0.256
H 0.882 2.066 0.279
C -0.765 0.056 0.008
O -1.360 1.137 0.126
N -1.423 -1.113 0.129
H -0.888 -1.964 0.059
C -2.790 -1.236 0.606
H -2.986 -2.295 0.770
H -2.889 -0.717 1.565
C -3.833 -0.693 -0.390
C -5.182 -1.306 -0.205
C -5.770 -1.776 0.934
C -7.072 -2.271 0.711
C -7.459 -2.167 -0.586
S -6.245 -1.470 -1.572
H -8.389 -2.460 -1.030
H -7.692 -2.687 1.484
H -5.300 -1.783 1.901
H -3.482 -0.918 -1.404
N -3.876 0.809 -0.290
C -4.719 1.336 0.801
H -4.448 0.864 1.745
H -5.768 1.124 0.581
C -4.507 2.852 0.889
O -4.861 3.470 -0.319
C -4.080 2.988 -1.381
H -4.418 3.510 -2.277
C -4.258 1.475 -1.551
H -3.620 1.119 -2.361
H -5.301 1.241 -1.780
H -3.016 3.213 -1.210
H -5.153 3.279 1.657
H -3.456 3.064 1.138
H -2.835 1.082 -0.067
H 0.799 -2.035 -0.987
H 3.206 -1.915 -1.465
C 6.141 -1.898 0.156
C 7.617 -2.176 0.422
H 8.226 -1.673 -0.324
H 7.909 -1.829 1.410
H 7.802 -3.245 0.362
H 5.870 -2.295 -0.822
H 5.522 -2.381 0.925
H 5.030 0.959 1.335
H 5.939 -0.320 2.160
*
```

SMILES: CCN(CC)S(=O)(=O)c1ccc(C(=O)NC[C@@H](c2cccs2)[NH+]2CCOCC2)cc1
E_HOMO: -0.41906 Ha
LUMO: -2.92 eV
DFT total energy: -56588.68398 eV

Results of the natural (NBO) charge analysis, in e, for atoms 1 through 2: atom 1 (C): -0.62, atom 2 (H): 0.21

---

Record 3
DFT (ωB97M-V/def2-TZVPD) results for a 7-piece molecular cluster, C14H36O20S3 overall at a distorted geometry.

ORCA input file:
```
! RIJCOSX wB97M-V def2-TZVPD def2/J DEFGRID3
* xyz 0 1
C -9.842 -17.008 -8.706
C -10.556 -18.383 -8.884
O -10.607 -18.675 -10.261
S -9.551 -17.700 -11.162
O -10.136 -17.319 -12.492
O -8.215 -18.285 -11.086
O -9.634 -16.500 -10.043
H -8.961 -17.140 -8.077
H -10.489 -16.256 -8.254
H -11.571 -18.356 -8.487
H -10.012 -19.194 -8.400
C -9.514 -15.925 -2.285
C -8.148 -15.505 -1.781
O -8.353 -15.612 -0.373
S -9.851 -15.266 0.127
O -9.801 -13.880 0.537
O -10.357 -16.349 0.955
O -10.496 -15.322 -1.398
H -9.570 -17.013 -2.303
H -9.768 -15.799 -3.337
H -7.939 -14.445 -1.926
H -7.389 -16.219 -2.102
C -11.443 -19.693 -2.553
C -12.833 -19.210 -3.012
O -12.757 -19.298 -4.419
S -11.278 -19.252 -5.017
O -11.068 -17.911 -5.572
O -11.097 -20.399 -5.903
O -10.529 -19.416 -3.540
H -11.397 -20.778 -2.455
H -11.170 -19.215 -1.612
H -13.113 -18.218 -2.657
H -13.733 -19.811 -2.878
C -17.701 -21.333 -1.499
C -16.570 -20.707 -2.326
O -15.971 -19.677 -1.613
O -18.558 -20.304 -0.964
H -17.255 -21.888 -0.674
H -18.338 -22.017 -2.059
H -17.018 -20.345 -3.251
H -15.973 -21.546 -2.682
H -16.647 -18.996 -1.593
H -19.291 -20.817 -0.615
C -14.777 -23.459 0.073
C -13.506 -22.779 -0.506
O -12.812 -22.015 0.506
O -14.261 -24.706 0.603
H -15.466 -23.791 -0.704
H -15.326 -22.940 0.858
H -13.895 -21.968 -1.122
H -12.797 -23.469 -0.963
H -13.294 -21.212 0.715
H -13.663 -24.439 1.304
C -13.629 -17.003 0.590
C -14.319 -18.287 1.133
O -14.002 -19.323 0.210
O -14.428 -16.631 -0.577
H -12.582 -17.148 0.324
H -13.618 -16.202 1.329
H -15.388 -18.095 1.229
H -13.862 -18.628 2.062
H -14.677 -19.412 -0.466
H -14.086 -15.828 -0.978
C -14.261 -20.789 -7.546
C -15.621 -20.247 -7.165
O -16.399 -20.990 -8.000
O -13.688 -20.167 -8.719
H -14.140 -21.869 -7.620
H -13.556 -20.439 -6.792
H -15.662 -19.163 -7.271
H -15.918 -20.481 -6.142
H -15.856 -21.663 -8.417
H -13.941 -20.784 -9.410
*
```

SMILES: O=S1(=O)OCCO1.O=S1(=O)OCCO1.O=S1(=O)OCCO1.OCCO.OCCO.OCCO.OCCO
E_HOMO: -0.36568 Ha
LUMO: 0.09 eV
DFT total energy: -88549.91122 eV

Results of the Löwdin charge analysis, in e, for atoms 1 through 2: atom 1 (C): -0.15, atom 2 (C): -0.20

---

Record 4
DFT (ωB97M-V/def2-TZVPD) results for a 2-piece molecular cluster, C9H9FO6S overall.

ORCA input file:
```
! RIJCOSX wB97M-V def2-TZVPD def2/J DEFGRID3
* xyz -2 1
C 3.930 0.542 -0.437
C 2.535 0.123 -0.779
C 1.977 0.426 -1.952
C 0.599 -0.028 -2.252
O 0.184 -0.039 -3.402
C -0.222 -0.445 -1.094
C -1.721 -0.511 -1.256
C -2.327 0.594 -0.390
F -2.156 -1.763 -0.841
C 0.313 -0.737 0.103
C 1.782 -0.653 0.256
O 2.386 -1.174 1.173
H 3.913 1.205 0.428
H 4.400 1.071 -1.261
H 4.522 -0.323 -0.144
H 2.510 0.994 -2.701
H -2.011 -0.378 -2.297
H -3.242 1.012 -0.798
H -1.598 1.401 -0.317
H -2.403 0.199 0.624
H -0.307 -1.007 0.968
O -1.577 -0.640 2.340
S -2.622 -0.100 3.289
O -3.581 -1.183 3.626
O -3.331 1.017 2.596
O -1.953 0.401 4.517
*
```

E_HOMO: 0.00276 Ha
LUMO: 3.75 eV
DFT total energy: -35315.76489 eV

Results of the natural (NBO) charge analysis, in e, for atoms 1 through 2: atom 1 (C): -0.64, atom 2 (C): -0.02

---

Record 5
DFT (ωB97M-V/def2-TZVPD) results for C24H69CrCuO21 as an isolated structure at a distorted geometry.

ORCA input file:
```
! RIJCOSX wB97M-V def2-TZVPD def2/J DEFGRID3
* xyz 1 6
Cr -7.113 3.089 9.456
Cu -5.740 2.240 12.684
C -5.249 -0.311 8.758
C -5.329 0.155 10.216
O -5.852 1.443 10.353
H -6.282 -0.445 8.437
H -4.912 -1.341 8.643
H -4.659 0.365 8.139
H -4.331 0.117 10.653
H -6.008 -0.558 10.682
C -2.477 4.142 11.318
C -2.556 2.895 12.140
O -3.635 2.961 13.065
H -2.574 5.076 11.872
H -3.212 4.233 10.518
H -1.534 4.257 10.783
H -1.572 2.779 12.595
H -2.595 1.995 11.525
C -7.866 6.125 12.433
C -6.544 5.302 11.996
O -6.770 4.023 11.510
H -7.810 7.210 12.514
H -8.232 5.866 13.427
H -8.768 5.865 11.880
H -5.846 5.416 12.826
H -6.005 5.844 11.219
C -9.323 0.869 9.241
C -8.919 0.973 7.728
O -7.568 1.490 7.649
O -9.092 2.208 9.945
H -8.753 0.010 9.597
H -10.356 0.522 9.253
H -9.554 1.768 7.336
H -8.979 0.060 7.135
H -7.142 1.272 6.817
H -9.830 2.703 9.581
C -0.718 3.301 15.463
C -1.777 3.043 16.447
O -2.994 2.545 15.911
O 0.627 3.334 15.918
H -0.908 4.182 14.850
H -0.482 2.556 14.703
H -2.096 3.982 16.899
H -1.484 2.341 17.228
H -2.887 2.671 14.965
H 0.686 3.798 16.756
C -7.908 0.647 14.207
C -6.692 -0.278 14.187
O -5.473 0.393 13.892
O -7.942 1.476 13.030
H -7.909 1.266 15.104
H -8.824 0.060 14.265
H -6.769 -1.059 13.430
H -6.651 -0.735 15.176
H -4.783 -0.274 13.887
H -8.767 1.968 13.040
C -2.634 7.261 13.639
C -3.493 8.012 12.596
O -2.919 9.268 12.226
O -3.279 6.072 14.170
H -2.338 7.893 14.476
H -1.765 6.915 13.079
H -4.442 8.291 13.055
H -3.610 7.537 11.622
H -3.566 9.753 11.707
H -3.062 5.267 13.693
C -5.228 4.586 7.334
C -4.931 3.606 6.259
O -3.574 3.133 6.409
O -5.398 3.892 8.513
H -6.182 5.065 7.115
H -4.573 5.448 7.205
H -4.915 4.128 5.302
H -5.613 2.757 6.306
H -3.143 3.619 5.702
H -4.629 3.340 8.672
C -6.338 -0.288 18.577
C -4.987 0.351 18.404
O -4.786 0.629 17.013
O -6.334 -0.921 19.808
H -6.287 -1.164 17.930
H -7.081 0.371 18.128
H -4.210 -0.411 18.447
H -4.681 1.161 19.067
H -3.843 0.461 16.940
H -6.613 -0.270 20.457
C -10.845 3.561 15.224
C -10.954 3.826 13.764
O -10.059 3.011 13.009
O -11.322 2.357 15.700
H -11.519 4.356 15.542
H -9.934 3.924 15.700
H -10.715 4.873 13.577
H -12.028 3.803 13.580
H -10.273 3.156 12.084
H -12.276 2.433 15.771
C -5.957 5.557 16.017
C -6.130 3.954 16.152
O -5.591 3.255 15.041
O -4.612 5.995 16.406
H -6.759 6.088 16.529
H -6.107 5.892 14.991
H -7.172 3.636 16.170
H -5.615 3.535 17.016
H -4.744 2.855 15.250
H -4.090 5.906 15.605
C -2.443 -0.930 14.085
C -1.298 -1.067 13.100
O -0.883 -2.421 13.040
O -3.732 -1.530 13.728
H -2.512 0.141 14.278
H -2.085 -1.403 15.000
H -0.376 -0.510 13.262
H -1.626 -0.603 12.170
H -0.289 -2.524 12.294
H -3.853 -2.283 14.311
*
```

E_HOMO (alpha / beta): -0.39243 / -0.39107 Ha
LUMO (alpha / beta): -2.96 / -3.54 eV
DFT total energy: -142050.29449 eV

Results of the Löwdin charge analysis, in e, for atoms 1 through 2: atom 1 (Cr): 0.97, atom 2 (Cu): 0.81

---

Record 6
DFT (ωB97M-V/def2-TZVPD) results for one molecule with the formula C3H6OS at a distorted geometry.

ORCA input file:
```
! RIJCOSX wB97M-V def2-TZVPD def2/J DEFGRID3
* xyz 0 1
C -0.800 -0.410 -0.363
C 0.363 -0.990 0.283
C 0.487 1.391 0.063
H -0.677 -0.318 -1.341
H -1.807 -0.997 -0.132
H 0.392 -2.129 -0.101
H 0.169 -1.245 1.454
H 0.487 2.059 1.075
H 0.701 1.827 -0.978
O -1.007 0.762 0.144
S 1.693 0.049 -0.104
*
```

SMILES: C1CSCO1
E_HOMO: -0.32944 Ha
LUMO: 0.87 eV
DFT total energy: -16087.84436 eV
ΔE to the lowest compared entry with this formula, charge and spin: 72.55 kcal per mole

Results of the natural (NBO) charge analysis, in e, for atoms 1 through 2: atom 1 (C): -0.07, atom 2 (C): -0.61

---

Record 7
DFT (ωB97M-V/def2-TZVPD) results for C6H3ErFO8 as an isolated structure at a distorted geometry.

ORCA input file:
```
! RIJCOSX wB97M-V def2-TZVPD def2/J DEFGRID3
* xyz 1 4
C 2.143 -0.700 -1.182
C 2.271 0.643 -0.483
O 3.066 1.445 -1.347
C 3.144 0.898 -2.568
O 2.607 -0.317 -2.583
O 3.695 1.429 -3.494
O 1.011 -1.313 -1.214
F 3.153 -1.551 -0.720
H 2.751 0.564 0.496
O -2.008 -1.755 0.833
C -2.524 -0.700 1.309
C -2.200 0.619 1.381
O -3.111 1.215 2.271
C -4.099 0.351 2.493
O -5.192 0.625 2.910
O -3.752 -0.841 1.967
Er -0.396 -3.028 -0.410
H -1.801 1.273 0.613
H 1.244 1.144 -0.271
*
```

E_HOMO (alpha / beta): -0.46632 / -0.44358 Ha
LUMO (alpha / beta): -5.95 / -7.57 eV
DFT total energy: -52979.40170 eV
ΔE to the lowest compared entry with this formula, charge and spin: 12.55 kcal per mole

Results of the natural (NBO) charge analysis, in e, for atoms 1 through 2: atom 1 (C): 0.81, atom 2 (C): -0.14

---

Record 8
DFT (ωB97M-V/def2-TZVPD) results for C29H18Co2NO7P as an isolated structure at a distorted geometry.

ORCA input file:
```
! RIJCOSX wB97M-V def2-TZVPD def2/J DEFGRID3
* xyz -2 1
C 0.737 -3.853 1.093
C -0.266 -3.513 2.004
C -1.146 -2.467 1.705
C -1.023 -1.758 0.504
P -2.172 -0.384 0.075
C -3.757 -1.098 0.625
C -4.532 -0.507 1.630
C -5.708 -1.132 2.059
C -6.127 -2.328 1.465
C -5.365 -2.902 0.439
C -4.188 -2.284 0.013
C -1.529 0.921 1.064
C -2.022 2.222 0.982
N -2.348 3.361 0.974
O -2.195 -0.083 -1.391
C -0.001 -2.081 -0.394
C 0.869 -3.131 -0.096
H 1.423 -4.672 1.319
H -0.372 -4.061 2.944
H -1.947 -2.221 2.406
H -4.203 0.433 2.076
H -6.297 -0.680 2.859
H -7.046 -2.816 1.800
H -5.685 -3.832 -0.032
H -3.593 -2.727 -0.789
H -1.024 0.607 1.984
H 0.102 -1.515 -1.324
H 1.669 -3.375 -0.797
O 1.556 3.396 -5.368
C 1.720 3.041 -4.270
Co 1.185 2.736 -2.552
C -0.168 3.888 -2.533
O -0.954 4.733 -2.490
C 0.496 1.162 -2.983
O 0.153 0.121 -3.349
C 2.599 3.123 -1.492
C 1.598 2.473 -0.818
C 1.086 2.127 0.395
C 1.664 1.096 1.202
C 1.306 1.028 2.574
C 1.667 -0.056 3.354
C 2.507 -1.039 2.813
C 2.962 -0.935 1.492
C 2.551 0.121 0.683
Co 3.607 2.425 -3.109
C 4.521 2.668 -4.598
O 5.177 2.800 -5.539
C 3.448 0.664 -3.039
O 3.417 -0.494 -3.019
C 5.064 2.728 -2.183
O 6.010 2.974 -1.570
H 3.058 4.044 -1.098
H 0.310 2.761 0.825
H 0.675 1.830 2.965
H 1.279 -0.130 4.373
H 2.779 -1.904 3.422
H 3.623 -1.701 1.082
H 2.854 0.196 -0.366
*
```

E_HOMO: -0.02675 Ha
LUMO: 4.45 eV
DFT total energy: -130728.46381 eV
ΔE to the lowest compared entry with this formula, charge and spin: 0.00 kcal per mole

Results of the natural (NBO) charge analysis, in e, for atoms 1 through 2: atom 1 (C): -0.23, atom 2 (C): -0.23

---

Record 9
DFT (ωB97M-V/def2-TZVPD) results for one molecule with the formula C5H9N3O at a distorted geometry.

ORCA input file:
```
! RIJCOSX wB97M-V def2-TZVPD def2/J DEFGRID3
* xyz 0 1
C 0.483 0.087 1.478
C 0.766 0.738 -0.166
N 2.000 0.314 -0.664
N -0.424 -0.638 -1.851
C 0.696 1.401 1.135
C -1.393 -0.387 0.604
C -0.524 0.277 -0.760
O 1.162 -1.036 1.630
N -2.503 0.182 0.854
H 2.125 -0.833 1.525
H 2.610 1.099 -0.854
H 1.944 -0.283 -1.481
H -1.312 -0.794 -2.309
H -0.059 -1.539 -1.561
H -3.174 -0.426 1.319
H -0.004 2.185 1.368
H -1.220 -1.468 0.715
H -1.171 1.122 -0.982
*
```

SMILES: [H]/N=C/[C@H](N)[C@@]1(N)C=C1O
E_HOMO: -0.26634 Ha
LUMO: -0.26 eV
DFT total energy: -11842.34516 eV
ΔE to the lowest compared entry with this formula, charge and spin: 162.88 kcal per mole

Results of the natural (NBO) charge analysis, in e, for atoms 1 through 2: atom 1 (C): 0.32, atom 2 (C): 0.09

---

Record 10
DFT (ωB97M-V/def2-TZVPD) results for C16H24Ca2Cl6F2KN4O8PS3 as an isolated structure at a distorted geometry.

ORCA input file:
```
! RIJCOSX wB97M-V def2-TZVPD def2/J DEFGRID3
* xyz 2 1
O -0.096 -3.175 0.224
C -0.712 -2.225 -0.168
N -1.736 -2.269 -1.113
C -2.535 -1.092 -1.027
Cl -3.235 -0.838 -2.683
P -4.068 -1.143 0.017
S -3.856 -0.193 1.801
C -1.556 0.011 -0.658
C -0.593 -0.774 0.264
Cl 1.044 -0.223 0.354
H -2.233 -3.150 -1.195
H -5.071 -0.495 -0.691
H -4.438 -2.474 0.160
H -1.105 0.547 -1.481
H -1.963 0.797 -0.026
H -1.065 -0.761 1.246
C -0.220 -1.147 -5.128
Cl 1.093 -1.669 -6.160
Cl -1.392 -2.460 -4.862
Cl 0.404 -0.459 -3.629
H -0.765 -0.364 -5.638
C 4.581 2.287 3.326
C 3.384 2.119 4.266
C 2.221 1.395 3.594
C 1.719 2.126 2.437
N 1.296 2.695 1.542
H 4.326 2.906 2.470
H 5.430 2.765 3.839
H 4.927 1.285 2.943
H 3.073 3.094 4.611
H 3.703 1.545 5.150
H 1.386 1.257 4.283
H 2.557 0.409 3.267
K 4.028 3.832 5.734
C -3.531 3.360 0.554
C -4.075 4.462 -0.091
C -3.300 5.594 -0.293
C -1.982 5.619 0.140
C -1.436 4.516 0.781
C -2.213 3.386 0.993
H -4.139 2.475 0.713
H -5.100 4.440 -0.437
H -3.723 6.456 -0.791
H -1.377 6.500 -0.025
H -0.407 4.531 1.112
H -1.783 2.527 1.498
Cl 5.984 1.138 1.359
C -5.160 -4.474 -3.220
N -4.475 -4.487 -1.900
O -3.395 -5.017 -1.808
O -5.048 -3.944 -0.962
H -4.525 -4.986 -3.932
H -6.111 -4.983 -3.096
H -5.308 -3.434 -3.495
N 5.062 -2.743 -2.180
S 3.797 -1.791 -2.659
O 2.555 -2.478 -2.683
O 4.128 -0.906 -3.704
F 3.748 -0.923 -1.377
S 5.425 -3.834 -3.169
O 6.308 -4.837 -2.482
O 5.788 -3.524 -4.489
F 4.113 -4.741 -3.317
Ca -4.767 -0.463 4.066
O 5.044 2.311 8.941
H 5.612 2.007 9.658
Ca 5.754 -5.913 -0.778
*
```

E_HOMO: -0.33941 Ha
LUMO: -7.95 eV
DFT total energy: -214862.33963 eV

Results of the Löwdin charge analysis, in e, for atoms 1 through 2: atom 1 (O): 0.12, atom 2 (C): -0.49

---

> What is the formula in the sixth record?

C3H6OS

---

> Which formula does entry 4 have?

C9H9FO6S